# 1
{"formula": "C21H34N12OTc", "method": "the ωB97M-V functional and the def2-TZVPD basis", "charge": 4, "multiplicity": 4, "gap_ev": [7.49, 5.39], "homo_energy_ha": [-0.6956, -0.6941], "symbols": ["Tc", "C", "N", "C", "C", "N", "N", "C", "N", "N", "H", "H", "H", "H", "H", "H", "H", "H", "H", "H", "H", "C", "C", "N", "C", "C", "N", "C", "N", "N", "N", "C", "C", "C", "C", "C", "C", "H", "H", "H", "H", "H", "H", "H", "H", "H", "H", "H", "C", "N", "C", "C", "C", "N", "C", "C", "O", "H", "H", "H", "H", "H", "H", "H", "H", "H", "H", "H", "H"], "xyz": [[0.4666, 0.9629, 0.2686], [-2.2643, 4.4530, -1.5219], [-0.8358, 4.4258, -1.8749], [-0.2897, 5.5040, -2.7221], [-0.0842, 3.4365, -1.4333], [-0.5534, 2.4145, -0.7344], [1.2718, 3.5006, -1.7273], [2.2185, 2.5157, -1.6270], [3.3924, 2.7814, -2.1849], [1.9766, 1.3742, -1.0072], [-2.6911, 5.3859, -1.8698], [-2.3913, 4.4114, -0.4391], [-2.8010, 3.6340, -2.0044], [-1.1021, 6.1632, -3.0035], [0.1400, 5.1007, -3.6403], [0.4388, 6.1075, -2.1748], [-1.5586, 2.4432, -0.6269], [1.5782, 4.3600, -2.1531], [3.5679, 3.6208, -2.7165], [4.1701, 2.1469, -2.0945], [2.7430, 0.7195, -1.0881], [-0.1142, -2.4138, 0.8843], [-0.3593, -1.9125, -0.4939], [-0.1194, -0.6680, -0.9279], [-0.5491, -0.6009, -2.2464], [-1.0658, -1.7956, -2.5963], [-0.9291, -2.6203, -1.4905], [-1.5860, -3.9253, -1.3842], [-1.2604, -4.8414, -2.4617], [-2.2750, -4.9828, -3.4546], [-1.9363, -5.8524, -4.2771], [-0.6968, -6.3676, -3.9020], [0.0366, -7.3637, -4.4729], [1.2742, -7.6994, -3.8265], [1.7049, -7.0413, -2.6584], [0.9654, -6.0431, -2.0869], [-0.2731, -5.7002, -2.7302], [0.6546, -1.8171, 1.3782], [0.2460, -3.4417, 0.8855], [-1.0234, -2.3750, 1.4883], [-0.4595, 0.2969, -2.8321], [-1.5218, -2.1330, -3.5129], [-2.6580, -3.7640, -1.4957], [-1.4039, -4.3714, -0.4101], [-0.3047, -7.8849, -5.3599], [1.8889, -8.4851, -4.2487], [2.6371, -7.3439, -2.2005], [1.3033, -5.5528, -1.1840], [-2.2420, 1.0963, 3.2524], [-1.0516, 1.5167, 3.9819], [-1.2461, 1.7937, 5.4224], [0.0786, 1.7084, 6.1442], [1.0593, 2.6372, 5.4664], [1.1436, 2.3067, 4.0264], [2.3775, 2.6984, 3.3519], [0.0979, 1.8059, 3.3833], [0.1982, 1.5984, 2.0836], [-2.7548, 0.3335, 3.8344], [-1.9825, 0.6778, 2.2839], [-2.9217, 1.9381, 3.1087], [-1.9594, 1.0648, 5.8009], [-1.6942, 2.7850, 5.5268], [0.4556, 0.6840, 6.1131], [-0.0433, 1.9839, 7.1900], [2.0597, 2.5381, 5.8814], [0.7575, 3.6825, 5.5671], [3.2183, 2.4348, 3.9892], [2.3930, 3.7758, 3.1794], [2.4889, 2.1788, 2.4048]]}

***

# 2
{"formula": "C21H34N2O2S", "method": "the ωB97M-V functional and the def2-TZVPD basis", "gap_ev": 8.55, "homo_energy_ha": -0.2920, "smiles": "CC(C)CCN1CCN(Cc2ccc(C#CC(C)(C)O)s2)C[C@@H]1CCO", "symbols": ["C", "C", "C", "C", "C", "N", "C", "C", "N", "C", "C", "C", "C", "C", "C", "C", "C", "C", "C", "O", "S", "C", "C", "C", "C", "O", "H", "H", "H", "H", "H", "H", "H", "H", "H", "H", "H", "H", "H", "H", "H", "H", "H", "H", "H", "H", "H", "H", "H", "H", "H", "H", "H", "H", "H", "H", "H", "H", "H", "H"], "xyz": [[-0.2208, -0.7716, -6.5222], [1.0161, -0.9722, -5.6466], [1.7454, -2.2459, -6.0670], [0.6082, -1.0112, -4.1700], [1.8088, -0.9416, -3.2115], [1.5219, -0.8854, -1.7989], [0.9631, 0.3341, -1.2640], [-0.5555, 0.2978, -1.0608], [-0.8962, -0.8643, -0.2631], [-2.2867, -0.8568, 0.1490], [-2.5063, 0.2038, 1.1729], [-3.5169, 1.1103, 1.2759], [-3.3910, 1.9605, 2.3918], [-2.2727, 1.6974, 3.1344], [-1.8480, 2.3421, 4.2991], [-1.4379, 2.8872, 5.2929], [-1.0460, 3.5414, 6.5402], [-0.2337, 4.8020, 6.2309], [-0.2232, 2.5497, 7.3782], [-2.1983, 3.9672, 7.2570], [-1.3552, 0.3781, 2.4526], [-0.5139, -2.0646, -0.9766], [1.0119, -2.0867, -1.1724], [1.7112, -2.3028, 0.1812], [3.2220, -2.4418, 0.0011], [3.5821, -3.5956, -0.7252], [-0.9170, -1.5974, -6.3885], [-0.7320, 0.1536, -6.2645], [0.0572, -0.7262, -7.5729], [1.6882, -0.1192, -5.7965], [2.6713, -2.3707, -5.5125], [1.9885, -2.2079, -7.1268], [1.1172, -3.1171, -5.8920], [-0.0471, -0.1602, -3.9704], [0.0419, -1.9264, -3.9825], [2.3991, -0.0520, -3.4560], [2.4487, -1.8145, -3.3640], [1.4219, 0.5187, -0.2852], [1.2263, 1.1634, -1.9226], [-1.0819, 0.2754, -2.0333], [-0.8684, 1.1989, -0.5273], [-2.5096, -1.8366, 0.5884], [-2.9830, -0.6994, -0.6962], [-4.3309, 1.1684, 0.5745], [-4.0904, 2.7385, 2.6409], [-0.8427, 5.4929, 5.6540], [0.6568, 4.5474, 5.6632], [0.0508, 5.2826, 7.1631], [-0.8058, 1.6527, 7.5844], [0.6770, 2.2615, 6.8421], [0.0535, 3.0146, 8.3217], [-2.7622, 3.2041, 7.4229], [-1.0210, -2.1238, -1.9573], [-0.8141, -2.9355, -0.3880], [1.2680, -2.9328, -1.8186], [1.3147, -3.2089, 0.6468], [1.4947, -1.4640, 0.8399], [3.7153, -2.4437, 0.9844], [3.5976, -1.6003, -0.5832], [3.2288, -4.3668, -0.2673]]}